The following is a DFT calculation (wB97M-V/def2-TZVPD) of a cluster of 2 separate species, C5H14N3O in total.

Element x y z (Å)
C -0.51082 -2.82765 1.09959
C 0.61811 0.57977 -2.21960
C 1.54021 0.50095 1.07621
C 0.30901 -0.08047 -0.98432
C -0.42747 1.73317 0.45535
N -0.86899 -1.63796 1.32700
N -1.61557 1.78438 -0.05798
N 0.41291 0.77512 0.22399
O -1.00950 -0.47670 -1.01580
H -0.14715 -3.40685 1.85696
H -0.29668 -3.03092 0.01869
H 0.37434 -0.09856 -3.06500
H 1.57433 0.87534 -2.35184
H -0.01672 1.47527 -2.26937
H 2.45638 0.08862 0.52119
H 1.74025 1.48571 1.50537
H 1.11855 -0.34812 1.77751
H 0.97124 -0.91592 -0.81913
H -0.04241 2.39306 1.30965
H -1.72199 0.91897 -0.72164
H -2.35788 2.43983 0.13650
H -0.83615 -1.29553 2.29284
H -1.26398 -0.93151 -0.09615

**Highest occupied orbital energy**: -0.5112 hartree
**Charge**: +1
**Orbital gap**: 11.033 eV
**Multiplicity**: 1
**E**: -11921.9165 eV

Results of the Mulliken charge analysis, in e, for atoms 1 through 2: number 1, C, carries -0.352; number 2, C, carries -1.373



The following is a DFT calculation (wB97M-V/def2-TZVPD) of a cluster of 2 separate species, C5H14N3P in total.

Element x y z (Å)
H 1.49555 -1.47948 -1.24124
N 0.78644 -2.12789 -0.88971
C 0.40206 -1.85276 0.27145
C 1.10252 -0.97136 1.27775
C 0.52402 -1.20112 2.69187
C 0.97475 0.49704 0.83681
N 1.59715 0.88265 -0.19568
H 1.27180 1.89636 -0.41383
H -0.49474 -2.34696 0.55438
H 2.18456 -1.40395 1.24097
H 1.27379 -1.14424 3.48252
H -0.23192 -0.40046 2.70809
H 0.11656 -2.25635 2.71962
H 0.27277 1.07776 1.53279
C -1.50763 2.13424 -0.94969
P -1.55879 0.24844 -1.15199
N -0.54521 0.01579 -2.57276
H -2.21887 2.43955 -0.24481
H -0.55471 2.68782 -1.01472
H -1.96052 2.53247 -1.82928
H -2.82573 0.36888 -1.77063
H 0.15766 -0.50321 -2.12984
H -0.26151 0.90680 -2.91207

**Highest occupied orbital energy**: -0.3298 hartree
**Orbital gap**: 9.790 eV
**Multiplicity**: 1
**E**: -19168.7741 eV

Results of the Mulliken charge analysis, in e, for atoms 1 through 2: number 1, H, carries 0.330; number 2, N, carries -0.742



The following is a DFT calculation (wB97M-V/def2-TZVPD) of the ion C5H14N3P with charge +2.

Element x y z (Å)
C 2.29677 0.66107 -0.60119
N 0.85527 0.40233 -0.50877
C 0.42576 -1.13625 -0.82919
N -0.52503 -1.41154 0.14542
C -1.92701 -1.14839 -0.14677
P -2.37762 0.64685 -0.50588
C -1.12750 1.41763 0.67610
N 0.29318 0.61809 0.78550
C -0.03322 -0.80695 1.31302
H 2.52762 1.69264 -0.32542
H 2.86086 -0.01682 0.04096
H 2.62790 0.51224 -1.63151
H 0.34464 0.99661 -1.18969
H 1.34133 -1.72111 -0.71340
H 0.05391 -1.21303 -1.85092
H -2.23775 -1.75990 -0.99753
H -2.51446 -1.49728 0.70616
H -1.53330 0.77759 -1.63792
H -1.51471 1.43729 1.69353
H -0.89415 2.44065 0.37255
H 0.91707 1.13995 1.41318
H -0.75542 -0.76254 2.12989
H 0.89586 -1.26915 1.66187

**Highest occupied orbital energy**: -0.6559 hartree
**Charge**: +2
**Orbital gap**: 10.691 eV
**Multiplicity**: 1
**E**: -19151.5038 eV

Results of the Mulliken charge analysis, in e, for atoms 1 through 2: number 1, C, carries -0.868; number 2, N, carries -0.159



The following is a DFT calculation (wB97M-V/def2-TZVPD) of a cluster of 2 separate species, C5H14N3S in total.

Element x y z (Å)
C 0.27296 -2.94595 0.69193
C 1.74724 0.18855 -0.51501
C -2.00031 -1.04962 0.63018
C -0.17629 3.44131 -0.09881
C -1.01062 -1.41944 -0.46557
N 1.15418 1.24711 -0.02171
N 0.26910 -1.86705 0.01367
N 0.22808 2.14450 -0.61102
S 3.12296 -0.46638 0.42717
H -0.80845 -3.30112 0.94161
H 1.20105 -3.37246 1.05827
H 1.35425 -0.47528 -1.29926
H -1.66527 -0.32688 1.31276
H -2.99878 -0.84042 0.25277
H -2.08657 -1.97466 1.21488
H -0.69636 3.32987 0.87171
H 0.45562 4.29626 -0.04562
H -0.83706 3.74577 -0.85935
H -1.30011 -2.21561 -1.11192
H -0.91202 -0.66648 -1.20966
H 1.40341 1.55515 0.87888
H -0.46885 1.68361 -1.18966
H 3.75184 -0.71076 -0.86625

**Highest occupied orbital energy**: -0.4811 hartree
**Charge**: +1
**Orbital gap**: 8.972 eV
**Multiplicity**: 1
**E**: -20707.1151 eV

Results of the Mulliken charge analysis, in e, for atoms 1 through 2: number 1, C, carries -0.262; number 2, C, carries -0.010



The following is a DFT calculation (wB97M-V/def2-TZVPD) of the molecule C5H14N4.

Element x y z (Å)
H 1.84061 -2.05573 0.51414
N 1.09227 -1.74215 -0.10948
C 0.79689 -0.53601 0.17756
C -0.22589 0.45028 -0.27609
N -0.98983 0.01941 -1.56179
C -1.19967 -1.39205 -1.85704
C -2.27680 0.71698 -1.61363
N 1.49083 0.10436 1.38881
C 2.01450 1.46505 1.38818
N 0.94227 -0.34502 2.63042
H -0.93149 0.61746 0.54385
H 0.25321 1.38985 -0.56483
H -1.69347 -1.92013 -1.03097
H -0.27292 -1.89594 -2.14163
H -1.83675 -1.52702 -2.74071
H -2.97945 0.31368 -0.87043
H -2.15664 1.79007 -1.42893
H -2.74336 0.62707 -2.60168
H 2.75019 1.59616 2.19112
H 2.51084 1.68252 0.43652
H 1.21410 2.20061 1.54258
H 0.77677 -1.35604 2.60400
H 1.62381 -0.20343 3.38005

**Highest occupied orbital energy**: -0.2788 hartree
**Orbital gap**: 8.498 eV
**Multiplicity**: 1
**E**: -11369.4474 eV

Results of the Mulliken charge analysis, in e, for atoms 1 through 2: number 1, H, carries 0.303; number 2, N, carries -0.649



The following is a DFT calculation (wB97M-V/def2-TZVPD) of a cluster of 2 separate species, C5H14NO in total.

Element x y z (Å)
C 0.28669 -0.81889 -1.38953
O 0.50821 0.04749 -0.35457
C -0.28197 -0.10592 -2.67678
C -1.62247 0.64717 -2.39843
H -0.48668 -1.59260 -1.12544
H 1.20520 -1.41643 -1.64450
H -0.39463 -0.76236 -3.55716
H 0.44583 0.68229 -2.95041
H -1.89788 1.24138 -3.29177
H -1.47026 1.33911 -1.54868
H -2.49884 0.02278 -2.15570
C -0.34267 -0.49483 2.39382
C 1.13082 -0.14640 2.53663
N 1.27732 1.22010 2.01239
H -0.65424 -0.53741 1.34793
H -0.46534 -1.48630 2.86113
H -0.97891 0.23014 2.97275
H 1.28355 -0.06275 3.62616
H 1.80865 -0.92926 2.16161
H 2.13108 1.68916 2.16588
H 1.01655 1.23353 1.01466

**Highest occupied orbital energy**: -0.1005 hartree
**Charge**: -1
**Orbital gap**: 7.110 eV
**Multiplicity**: 1
**E**: -8949.1411 eV

Results of the Mulliken charge analysis, in e, for atoms 1 through 2: number 1, C, carries -0.685; number 2, O, carries -0.749



The following is a DFT calculation (wB97M-V/def2-TZVPD) of a cluster of 2 separate species, C5H14NO in total.

Element x y z (Å)
C -0.27699 0.00344 1.03365
C -1.31418 0.64131 0.11675
C -0.95669 0.40835 -1.40026
C 0.13144 2.38389 -2.44566
C 0.22230 1.21117 -1.85396
N -0.33689 -1.51885 1.06085
H 0.74456 0.20053 0.70560
H -0.24678 0.34941 2.06210
H -1.17772 1.71928 0.23071
H -2.30262 0.28269 0.37969
H -0.83168 -0.67251 -1.47409
H -1.83569 0.59065 -2.02146
H -0.80168 2.87392 -2.69799
H 1.01974 2.92802 -2.74142
H 1.19774 0.79880 -1.63301
H -1.06264 -1.98248 1.72154
H 0.56883 -1.84834 1.46028
H -0.38905 -1.96258 0.12544
H 2.87614 -1.40159 2.62582
H 2.53604 -2.95526 2.42494
O 2.23583 -2.04986 2.32047

**Highest occupied orbital energy (alpha / beta)**: -0.1166 / -0.3687 hartree
**Orbital gap (alpha / beta)**: 3.923 / 10.506 eV
**Multiplicity**: 2
**E**: -8945.7570 eV

Results of the Mulliken charge analysis, in e, for atoms 1 through 2: number 1, C, carries -1.149; number 2, C, carries -0.292



The following is a DFT calculation (wB97M-V/def2-TZVPD) of a cluster of 2 separate species, C5H14NO in total.

Element x y z (Å)
O 1.14804 -1.80717 -0.04330
C 2.09098 -1.05610 0.16482
C 2.77309 -0.21329 -0.87022
H 2.46747 -0.91074 1.17508
H 3.79569 -0.61759 -1.02687
H 2.88378 0.84868 -0.50350
H 2.24780 -0.22938 -1.83733
C -1.72425 0.98199 -1.51234
C -1.44200 1.00764 0.00919
N -1.20476 -0.40346 0.49708
C -0.70020 -0.42385 1.87333
H -2.49178 0.26564 -1.75971
H -2.03491 1.95827 -1.83468
H -0.84925 0.70557 -2.05252
H -0.51368 1.57079 0.15353
H -2.22076 1.39454 0.66280
H -0.46918 -0.75459 -0.15219
H -2.02791 -0.99816 0.43477
H 0.22962 0.14332 1.95188
H -0.48270 -1.45883 2.15855
H -1.47510 -0.00329 2.51163

**Highest occupied orbital energy**: -0.5213 hartree
**Charge**: +1
**Orbital gap**: 11.266 eV
**Multiplicity**: 1
**E**: -8942.8961 eV

Results of the Mulliken charge analysis, in e, for atoms 1 through 2: number 1, O, carries -0.612; number 2, C, carries 0.204



The following is a DFT calculation (wB97M-V/def2-TZVPD) of a cluster of 2 separate species, C5H14NO in total.

Element x y z (Å)
C -0.46575 1.19080 0.87334
C -0.26626 1.50395 -0.58750
C 0.25881 0.32451 -1.41935
C -1.72936 -1.15451 -0.80271
C -0.53828 -1.02379 -1.41268
N 0.89254 0.92311 1.58855
H -1.02542 0.35089 1.24593
H -0.84596 2.06268 1.41581
H -1.25013 1.67615 -1.02439
H 0.27954 2.43540 -0.73053
H 1.30925 0.22282 -1.13136
H 0.21410 0.52390 -2.48933
H -1.86413 -0.87751 0.22912
H -2.55783 -1.66915 -1.28025
H -0.13107 -1.68753 -2.17281
H 1.55989 1.55450 1.16673
H 0.88086 1.08962 2.60244
H 1.22484 -0.05695 1.63386
H 1.79726 -2.31625 1.22630
H 0.82693 -1.61933 0.18571
O 1.24136 -1.56494 1.07040

**Highest occupied orbital energy**: -0.4751 hartree
**Charge**: +1
**Orbital gap**: 9.775 eV
**Multiplicity**: 1
**E**: -8941.6019 eV

Results of the Mulliken charge analysis, in e, for atoms 1 through 2: number 1, C, carries -0.543; number 2, C, carries -0.613



The following is a DFT calculation (wB97M-V/def2-TZVPD) of a cluster of 2 separate species, C5H14NO in total.

Element x y z (Å)
O -0.46450 -1.01322 -1.05929
C -0.21468 -2.19838 -1.07745
C -0.26166 -3.07824 -2.26532
H 0.07025 -2.71469 -0.14199
H -0.93162 -3.90527 -2.02366
H 0.73088 -3.53707 -2.36007
H -0.55534 -2.58967 -3.18695
C -0.17261 0.20168 2.36288
C 0.43949 1.32924 1.55953
N -0.20035 1.43241 0.20833
C 0.41098 2.48453 -0.66093
H -0.12216 -0.74324 1.83290
H 0.37365 0.09455 3.29832
H -1.20124 0.41381 2.63052
H 0.27907 2.29205 2.04649
H 1.50167 1.18270 1.38848
H -1.19059 1.64185 0.34241
H -0.16198 0.51334 -0.27594
H 0.30376 3.45355 -0.18369
H -0.09262 2.49181 -1.62625
H 1.45959 2.24828 -0.80830

**Highest occupied orbital energy**: -0.5199 hartree
**Charge**: +1
**Orbital gap**: 11.429 eV
**Multiplicity**: 1
**E**: -8943.4115 eV

Results of the Mulliken charge analysis, in e, for atoms 1 through 2: number 1, O, carries -0.597; number 2, C, carries 0.292



The following is a DFT calculation (wB97M-V/def2-TZVPD) of a cluster of 2 separate species, C5H14NO in total.

Element x y z (Å)
C 2.27120 -2.82850 -1.55054
C 1.46023 -1.54787 -1.66150
C 0.53071 -1.46885 -0.45880
C -0.06883 -0.10561 -0.17674
C -0.18643 0.34020 1.05759
N -0.17108 1.84052 1.34509
H 1.78592 -3.72442 -1.16443
H 2.75305 -3.11027 -2.48588
H 3.11190 -2.67812 -0.86204
H 2.06119 -0.67610 -1.85616
H 0.84662 -1.61562 -2.56542
H -0.34523 -2.11329 -0.59208
H 0.98450 -1.81474 0.46998
H -0.49465 0.42204 -1.02708
H 0.12316 -0.12799 1.95706
H -0.96864 2.40617 1.01034
H -0.19391 2.00642 2.34622
H 0.70735 2.12138 0.92115
H -3.83615 2.48106 1.62527
H -3.45646 3.71275 0.76795
O -3.09951 2.91592 1.17750

**Highest occupied orbital energy**: -0.5230 hartree
**Charge**: +1
**Orbital gap**: 10.751 eV
**Multiplicity**: 1
**E**: -8942.2332 eV

Results of the Mulliken charge analysis, in e, for atoms 1 through 2: number 1, C, carries -1.294; number 2, C, carries -0.412



The following is a DFT calculation (wB97M-V/def2-TZVPD) of a cluster of 2 separate species, C5H14NO in total.

Element x y z (Å)
C -0.54449 0.22669 1.09105
C 0.46759 1.29447 0.65935
C 1.63808 0.82724 -0.32157
C 2.48434 -1.29684 0.76817
C 2.01820 -0.64784 -0.27765
N -1.63517 0.05374 0.00193
H -0.01997 -0.66067 1.48361
H -1.02365 0.59707 2.08673
H 0.87955 1.71613 1.64965
H 0.04606 2.35637 0.39450
H 1.28964 0.99731 -1.36823
H 2.61619 1.45266 -0.22631
H 2.63437 -1.00770 1.87863
H 2.97267 -2.16511 0.59921
H 1.99062 -1.08517 -1.18554
H -2.39881 -0.48908 0.28577
H -1.23806 -0.39537 -1.04087
H -1.99556 1.00881 -0.21411
H -3.00184 -1.36737 -2.72010
H -4.01923 -0.79288 -1.54705
O -3.16053 -0.62244 -1.99716

**Highest occupied orbital energy**: -0.4830 hartree
**Charge**: +1
**Orbital gap**: 9.511 eV
**Multiplicity**: 1
**E**: -8940.6257 eV

Results of the Mulliken charge analysis, in e, for atoms 1 through 2: number 1, C, carries -0.692; number 2, C, carries -0.639



> E of number 1 (C5H14N3O)?

-11921.9165 eV



> Which of these has the highest E?

number 12



> What is the formula in the third record?

C5H14N3P



> multiplicity of number 8 (C5H14NO)?

1